Entry 1:
{
  "formula": "C21H56O21S7",
  "method": "ωB97M-V/def2-TZVPD",
  "orbital_gap_ev": [9.51, 2.79],
  "lumo_ev": [-3.245, -9.966],
  "multiplicity": 2,
  "e_above_lowest_ev": 0.608,
  "e_homo_ev": [-12.76, -12.76],
  "total_charge": 1,
  "s2": 0.76,
  "symbols": ["O", "S", "O", "O", "C", "C", "C", "H", "H", "H", "H", "H", "H", "H", "H", "O", "S", "O", "O", "C", "C", "C", "H", "H", "H", "H", "H", "H", "H", "H", "O", "S", "O", "O", "C", "C", "C", "H", "H", "H", "H", "H", "H", "H", "H", "O", "S", "O", "O", "C", "C", "C", "H", "H", "H", "H", "H", "H", "H", "H", "O", "S", "O", "O", "C", "C", "C", "H", "H", "H", "H", "H", "H", "H", "H", "O", "S", "O", "O", "C", "C", "C", "H", "H", "H", "H", "H", "H", "H", "H", "O", "S", "O", "O", "C", "C", "C", "H", "H", "H", "H", "H", "H", "H", "H"],
  "xyz": [[-0.69, 3.45, 5.32], [-2.06, 3.30, 5.79], [-2.50, 2.19, 6.67], [-2.38, 4.76, 6.61], [-1.37, 5.06, 7.61], [-1.68, 6.42, 8.39], [-3.36, 3.38, 4.37], [-0.41, 5.12, 7.10], [-1.46, 4.23, 8.31], [-1.65, 7.33, 7.80], [-1.09, 6.56, 9.30], [-2.72, 6.40, 8.73], [-3.42, 4.36, 3.90], [-4.33, 3.12, 4.80], [-3.06, 2.58, 3.69], [0.21, -6.96, -0.40], [-0.60, -5.78, -0.08], [-1.75, -5.36, -0.89], [-1.15, -5.90, 1.56], [-2.09, -4.96, 2.04], [-3.41, -5.77, 1.77], [0.45, -4.33, 0.03], [-2.10, -4.00, 1.52], [-2.06, -4.77, 3.11], [-3.27, -6.84, 1.93], [-3.60, -5.58, 0.72], [-4.20, -5.44, 2.44], [1.46, -4.53, 0.38], [-0.04, -3.60, 0.68], [0.55, -4.00, -1.00], [-0.96, -0.95, 2.64], [0.29, -0.26, 2.21], [1.54, -0.99, 2.05], [-0.03, 0.48, 0.71], [-0.58, -0.42, -0.23], [-0.42, 0.16, -1.75], [0.60, 1.29, 3.23], [-1.65, -0.29, -0.06], [-0.21, -1.43, -0.05], [0.07, -0.59, -2.36], [0.25, 1.01, -1.89], [-1.39, 0.35, -2.22], [1.47, 1.85, 2.90], [0.70, 1.06, 4.29], [-0.23, 1.99, 3.16], [6.00, -0.68, 2.75], [6.09, 0.75, 2.66], [7.25, 1.51, 3.00], [5.45, 1.34, 1.21], [4.52, 0.47, 0.57], [3.54, 1.41, -0.03], [4.68, 1.46, 3.73], [4.07, -0.20, 1.30], [5.04, -0.19, -0.12], [3.53, 1.34, -1.11], [3.73, 2.47, 0.19], [2.52, 1.20, 0.28], [3.73, 1.08, 3.35], [4.93, 2.51, 3.86], [4.86, 0.94, 4.67], [-3.43, 6.54, 1.94], [-2.57, 7.30, 1.04], [-2.12, 8.70, 1.09], [-1.19, 6.35, 0.81], [-1.24, 4.93, 1.02], [0.08, 4.22, 0.64], [-3.06, 7.23, -0.79], [-2.01, 4.52, 0.35], [-1.43, 4.59, 2.03], [0.41, 4.39, -0.39], [-0.18, 3.17, 0.58], [0.98, 4.41, 1.23], [-3.74, 8.06, -0.97], [-3.51, 6.26, -1.02], [-2.06, 7.25, -1.23], [0.54, -3.20, -3.16], [1.00, -4.28, -4.01], [1.48, -4.09, -5.35], [2.12, -5.16, -3.12], [2.98, -5.94, -3.88], [3.31, -7.19, -3.09], [-0.41, -5.51, -3.97], [3.93, -5.52, -4.20], [2.56, -6.22, -4.85], [2.47, -7.42, -2.44], [4.19, -7.08, -2.46], [3.32, -8.08, -3.72], [-0.16, -6.36, -3.34], [-0.42, -5.96, -4.96], [-1.35, -5.10, -3.60], [-1.43, 1.44, -4.62], [-1.25, 0.06, -5.14], [-1.97, -1.06, -4.55], [-1.66, 0.00, -6.74], [-1.58, -1.32, -7.44], [-1.95, -1.12, -8.98], [0.51, -0.28, -5.36], [-2.40, -1.89, -7.01], [-0.57, -1.72, -7.34], [-2.67, -1.85, -9.35], [-1.09, -1.02, -9.64], [-2.52, -0.22, -9.21], [0.93, -0.14, -4.37], [0.83, 0.53, -6.02], [0.72, -1.34, -5.56]]
}

Entry 2:
{
  "formula": "C4H14N2O2",
  "method": "ωB97M-V/def2-TZVPD",
  "orbital_gap_ev": 10.01,
  "smiles": "NC[C@H](N)CCO.O",
  "lumo_ev": 0.731,
  "e_above_lowest_ev": 3.201,
  "e_homo_ev": -9.28,
  "total_charge": 0,
  "symbols": ["N", "C", "C", "N", "C", "C", "O", "H", "H", "H", "H", "H", "H", "H", "H", "H", "H", "H", "H", "O", "H", "H"],
  "xyz": [[1.97, -1.88, -1.60], [0.87, -1.30, -0.75], [1.36, -0.50, 0.47], [1.96, -1.45, 1.55], [-0.04, 0.11, 1.05], [-0.20, 0.65, 2.40], [0.23, 2.05, 2.41], [2.69, -2.41, -0.95], [2.33, -1.01, -2.15], [0.26, -0.68, -1.44], [0.13, -1.97, -0.45], [1.90, 0.39, 0.12], [1.88, -0.99, 2.40], [2.76, -1.88, 1.30], [-0.80, -0.89, 0.95], [-0.40, 0.80, 0.27], [0.48, 0.01, 3.07], [-1.38, 0.86, 2.70], [0.96, 2.20, 3.07], [-5.26, 1.94, -4.74], [-4.81, 1.15, -5.05], [-5.19, 1.99, -3.81]]
}

Entry 3:
{
  "formula": "C21H62ClO14",
  "method": "ωB97M-V/def2-TZVPD",
  "orbital_gap_ev": [10.13, 3.27],
  "lumo_ev": [0.174, -6.687],
  "multiplicity": 2,
  "e_homo_ev": [-9.95, -9.95],
  "total_charge": 0,
  "s2": 0.76,
  "symbols": ["Cl", "O", "O", "O", "O", "O", "H", "H", "O", "H", "H", "O", "H", "H", "C", "C", "C", "O", "H", "H", "H", "H", "H", "H", "H", "H", "C", "C", "C", "O", "H", "H", "H", "H", "H", "H", "H", "H", "C", "C", "C", "O", "H", "H", "H", "H", "H", "H", "H", "H", "C", "C", "C", "O", "H", "H", "H", "H", "H", "H", "H", "H", "C", "C", "C", "O", "H", "H", "H", "H", "H", "H", "H", "H", "C", "C", "C", "O", "H", "H", "H", "H", "H", "H", "H", "H", "C", "C", "C", "O", "H", "H", "H", "H", "H", "H", "H", "H"],
  "xyz": [[-0.02, -0.23, -0.63], [-0.44, -1.24, 0.34], [0.85, -1.00, -1.50], [-1.12, 0.21, -1.39], [0.66, 0.81, 0.04], [2.04, 1.98, -2.88], [1.82, 1.11, -2.54], [2.77, 1.83, -3.48], [-3.77, -1.23, -1.46], [-2.86, -0.95, -1.47], [-3.93, -1.57, -2.34], [-0.90, -4.28, 1.22], [-1.84, -4.09, 1.25], [-0.55, -3.61, 0.63], [-0.18, -4.70, -2.24], [-0.38, -4.02, -3.61], [-1.50, -3.02, -3.65], [0.79, -3.34, -3.92], [0.05, -3.99, -1.44], [0.68, -5.37, -2.30], [-1.07, -5.22, -1.90], [-0.44, -4.72, -4.45], [-2.51, -3.42, -3.53], [-1.52, -2.57, -4.64], [-1.47, -2.15, -2.99], [0.93, -2.75, -3.18], [-2.67, 1.12, -5.77], [-1.23, 0.66, -6.08], [-0.44, 0.48, -4.81], [-1.21, -0.49, -6.96], [-3.18, 0.47, -5.06], [-3.25, 1.14, -6.70], [-2.61, 2.16, -5.45], [-0.79, 1.48, -6.65], [-0.59, 1.22, -4.03], [0.64, 0.44, -4.97], [-0.69, -0.48, -4.35], [-2.04, -0.90, -6.72], [-1.62, 4.74, -0.18], [-1.77, 3.77, -1.33], [-2.28, 4.49, -2.56], [-0.45, 3.28, -1.59], [-1.29, 4.27, 0.75], [-2.56, 5.25, -0.01], [-0.93, 5.54, -0.44], [-2.38, 2.91, -1.07], [-3.18, 5.09, -2.44], [-2.40, 3.70, -3.31], [-1.47, 5.08, -2.99], [-0.25, 2.53, -1.03], [1.16, 1.92, 3.29], [1.47, 3.46, 3.33], [1.04, 4.26, 4.63], [2.80, 3.71, 3.08], [1.82, 1.39, 2.61], [0.12, 1.83, 2.95], [1.27, 1.39, 4.24], [0.88, 3.87, 2.52], [0.02, 3.94, 4.83], [1.02, 5.33, 4.45], [1.63, 3.98, 5.51], [2.95, 3.29, 2.23], [3.85, -2.34, -0.36], [4.30, -1.77, 0.98], [5.83, -1.40, 1.04], [3.57, -0.55, 1.17], [4.56, -2.98, -0.87], [3.54, -1.51, -1.00], [2.91, -2.88, -0.25], [4.10, -2.40, 1.84], [6.11, -0.89, 0.12], [6.33, -2.37, 0.99], [6.03, -0.84, 1.95], [2.65, -0.81, 1.06], [-3.39, 2.65, 3.25], [-3.72, 1.17, 2.86], [-2.56, 0.39, 2.19], [-4.21, 0.53, 4.04], [-2.57, 2.79, 3.96], [-4.23, 3.22, 3.66], [-3.12, 3.21, 2.36], [-4.59, 1.13, 2.19], [-1.79, 0.22, 2.94], [-2.14, 1.02, 1.41], [-2.81, -0.60, 1.81], [-4.61, -0.32, 3.85], [0.94, -2.58, 3.30], [2.22, -2.84, 4.02], [2.20, -2.61, 5.48], [2.46, -4.11, 3.72], [1.03, -2.55, 2.21], [0.44, -1.66, 3.61], [0.17, -3.34, 3.44], [2.91, -2.10, 3.61], [3.19, -2.75, 5.92], [1.42, -3.09, 6.06], [2.00, -1.54, 5.58], [3.35, -4.28, 4.03]]
}

Entry 4:
{
  "formula": "CH8N5",
  "method": "ωB97M-V/def2-TZVPD",
  "orbital_gap_ev": 10.81,
  "lumo_ev": -4.275,
  "e_above_lowest_ev": 4.515,
  "e_homo_ev": -15.08,
  "total_charge": 1,
  "symbols": ["C", "N", "N", "N", "N", "N", "H", "H", "H", "H", "H", "H", "H", "H"],
  "xyz": [[-3.61, -0.80, 0.00], [-1.12, -0.56, 0.04], [-1.12, 0.67, 0.04], [-3.74, 0.35, -0.05], [-0.09, 1.34, -0.32], [2.00, -0.19, 0.07], [-3.65, -1.92, 0.09], [1.95, -1.17, 0.06], [-2.23, 1.05, 0.21], [0.81, 0.64, -0.11], [-0.02, 2.35, -0.10], [2.88, -0.06, 0.62], [-0.16, -0.92, -0.15], [2.15, 0.14, -0.88]]
}

Entry 5:
{
  "formula": "BrH14O7",
  "method": "ωB97M-V/def2-TZVPD",
  "orbital_gap_ev": 9.31,
  "lumo_ev": 3.008,
  "e_above_lowest_ev": 0.512,
  "e_homo_ev": -6.30,
  "total_charge": -1,
  "symbols": ["Br", "O", "H", "H", "O", "H", "H", "O", "H", "H", "O", "H", "H", "O", "H", "H", "O", "H", "H", "O", "H", "H"],
  "xyz": [[0.05, -0.02, 0.14], [1.58, 1.42, -2.63], [0.94, 1.14, -1.94], [1.60, 0.67, -3.24], [0.29, 0.19, 3.60], [0.64, 0.36, 2.71], [1.03, -0.17, 4.10], [-2.45, 0.12, -2.24], [-3.18, -0.16, -1.68], [-1.65, -0.08, -1.71], [2.33, -2.38, 1.29], [2.54, -1.78, 2.01], [1.74, -1.85, 0.72], [-3.01, 0.28, 1.79], [-2.26, -0.15, 1.34], [-3.01, -0.12, 2.67], [0.97, -2.53, -2.11], [0.69, -1.94, -1.38], [1.93, -2.52, -2.07], [-0.02, 3.44, -0.27], [-0.62, 3.61, -1.01], [-0.13, 2.49, -0.09]]
}

E, record by record: -5200.40667 -420.68747 -2350.37040 -316.30030 -3109.22475 Eh